[1]
ORCA calculation (the ωB97M-V functional and the def2-TZVPD basis) on a molecular structure, C19H17AuClIN4O5S2 at a distorted geometry.

Output
**LUMO level (alpha / beta)**: -0.038 / -2.039 eV
**Spin multiplicity**: 3
**Energy above the lowest of the compared OMol25 structures with the same formula, charge and spin**: 0.312 eV

```
50
Properties=species:S:1:pos:R:3:forces:R:3
Au 0.158 -0.812 -1.705 -0.1 0.1 -0.4
C -0.686 3.270 -0.243 0.1 0.0 -0.1
C -0.872 1.928 -0.892 0.0 -0.2 0.0
N 0.152 1.139 -0.987 0.2 0.3 0.2
N 1.350 1.559 -0.415 0.1 -0.1 -0.1
C 2.408 0.928 -0.805 -0.7 0.3 0.2
S 2.494 -0.293 -2.036 0.3 -0.2 -0.1
S 3.928 1.335 -0.006 -0.1 0.0 0.0
C 3.289 2.273 1.408 0.0 0.3 -0.1
C 2.613 1.445 2.454 -0.1 -0.9 0.7
C 1.441 1.917 3.149 -1.6 3.1 -0.9
C 0.793 1.170 4.185 0.8 -1.0 0.0
C 1.325 -0.054 4.537 0.1 0.3 -0.1
C 2.483 -0.518 3.885 0.0 0.2 -0.2
C 3.100 0.216 2.852 -0.2 0.0 0.3
C -2.197 1.530 -1.384 0.0 0.0 0.0
C -3.087 2.566 -1.737 0.0 0.0 0.0
C -4.374 2.336 -2.156 0.0 0.0 0.0
C -4.835 1.017 -2.205 0.0 0.0 0.0
C -3.998 -0.020 -1.888 -0.1 0.0 0.0
C -2.649 0.182 -1.508 0.0 0.1 -0.1
O -1.938 -0.888 -1.289 0.0 -0.1 0.0
H -0.152 3.140 0.695 0.1 0.0 0.1
H -1.633 3.757 -0.052 0.0 0.0 0.0
H -0.063 3.910 -0.872 0.0 0.0 0.0
H 2.628 3.052 1.041 -0.1 0.0 0.1
H 4.162 2.764 1.844 0.1 0.0 0.0
H 0.512 -2.168 2.748 0.0 0.1 -0.2
H -0.088 1.546 4.682 0.0 0.3 -0.2
H 0.863 -0.623 5.335 0.1 -0.1 -0.1
H 2.909 -1.471 4.174 0.0 0.0 0.0
H 3.970 -0.182 2.349 0.0 -0.1 0.0
H -2.734 3.586 -1.710 0.0 0.0 0.0
H -5.015 3.162 -2.434 0.0 0.0 0.0
H -5.853 0.808 -2.511 0.0 0.0 0.0
H -4.334 -1.048 -1.939 0.0 0.0 0.0
O 0.920 3.070 2.824 1.0 -2.0 0.5
Cl 0.444 -1.802 1.471 -0.1 -0.2 0.1
O 1.774 -1.950 0.999 -0.1 0.0 0.1
O -0.020 -0.467 1.531 0.1 -0.2 0.0
O -0.467 -2.716 0.882 0.1 0.1 0.3
I -1.561 -6.618 -3.310 0.0 0.0 0.0
C -0.441 -4.952 -2.868 -0.1 0.0 0.0
C 0.926 -4.828 -2.953 0.1 0.0 0.0
N 1.224 -3.575 -2.574 0.0 0.0 0.1
N 0.125 -2.897 -2.234 -0.1 0.0 -0.2
C -0.905 -3.708 -2.418 0.1 0.1 0.1
H 1.687 -5.529 -3.250 0.0 0.0 0.0
H 2.124 -3.129 -2.463 0.0 0.0 0.0
H -1.900 -3.355 -2.199 0.0 0.0 0.0
```
Forces are in eV/Å.

---

[2]
ORCA calculation (the ωB97M-V functional and the def2-TZVPD basis) on 11 unconnected molecules or ions with the total composition C31H86N2O15 at a distorted geometry.

Output
**LUMO level (alpha / beta)**: -3.229 / -9.230 eV
**Net charge**: +1
**Spin multiplicity**: 2

```
134
Properties=species:S:1:pos:R:3:forces:R:3
C -1.551 0.414 4.295 -0.7 -1.1 -1.2
C -2.062 1.646 4.973 1.4 -1.2 0.6
C -2.337 2.692 3.777 1.7 1.8 -1.1
O -1.021 3.091 3.230 -2.2 -1.7 1.1
C -1.154 4.238 2.392 1.3 0.5 0.1
N -3.267 1.402 5.687 0.9 3.1 -1.7
H -0.707 0.735 3.684 0.0 -0.5 0.0
H -2.372 0.015 3.699 0.2 -0.1 -0.6
H -1.331 -0.390 4.997 0.4 0.4 0.2
H -1.188 1.871 5.584 -0.7 1.2 0.5
H -2.838 3.620 4.054 -0.1 0.0 0.6
H -2.984 2.242 3.024 0.3 -0.7 -0.1
H -1.550 5.070 2.975 -0.8 0.0 -0.4
H -1.571 3.969 1.421 -0.8 0.2 0.3
H -0.148 4.586 2.160 0.2 -0.3 0.1
H -3.429 2.191 6.296 -0.3 -0.3 1.4
H -4.007 1.444 5.000 -1.0 -1.2 0.0
C 6.499 4.123 1.938 -0.1 1.1 0.0
C 6.556 3.031 2.973 0.0 0.0 -0.9
C 5.216 2.822 3.710 1.2 0.7 -0.1
O 4.227 2.357 2.804 -0.3 -0.5 1.0
C 2.992 2.056 3.439 0.3 -0.8 -0.4
N 6.957 1.781 2.318 -0.4 -0.4 0.8
H 6.418 5.113 2.388 -0.3 0.1 0.2
H 5.663 4.001 1.249 0.2 0.0 -0.1
H 7.463 4.182 1.431 -0.1 -0.3 -0.4
H 7.360 3.336 3.643 -0.3 -0.3 0.7
H 4.833 3.760 4.111 0.3 0.2 0.2
H 5.427 2.145 4.538 -0.5 -0.4 0.0
H 2.492 2.967 3.770 -0.2 -0.1 0.1
H 3.092 1.310 4.228 0.5 0.4 0.7
H 2.414 1.450 2.742 -0.3 0.6 -0.5
H 7.724 1.938 1.680 0.0 0.0 0.0
H 6.164 1.458 1.782 0.1 -0.3 -0.3
C 0.183 0.553 0.193 0.9 -0.1 1.0
C -0.703 -0.648 0.034 -2.6 2.8 -0.1
C -2.072 -0.310 -0.585 0.2 0.9 1.3
O -0.150 -1.353 -0.982 0.7 -1.7 -0.6
H 0.234 1.110 -0.742 -0.2 0.4 0.3
H 1.183 0.161 0.378 0.4 -0.1 -0.2
H 0.031 1.112 1.116 -0.6 0.6 -0.2
H -0.889 -1.087 1.014 0.4 -1.0 0.0
H -2.726 0.276 0.061 -0.1 -0.2 0.5
H -2.549 -1.261 -0.824 -0.2 0.3 -0.5
H -1.881 0.412 -1.378 -0.3 -0.6 -0.7
H 0.668 -1.713 -0.633 0.7 -1.2 0.0
C -5.042 -1.849 1.644 -1.6 0.4 -0.1
C -6.203 -1.761 0.633 1.1 1.4 -1.7
C -5.835 -0.992 -0.668 0.5 0.4 1.4
O -6.591 -3.020 0.218 -0.6 -1.3 0.4
H -4.250 -2.559 1.402 -0.1 0.2 -0.2
H -5.543 -2.127 2.571 0.4 -0.3 0.3
H -4.694 -0.823 1.767 0.5 -0.1 0.0
H -7.028 -1.182 1.048 -0.2 -0.2 0.6
H -6.692 -0.808 -1.316 0.0 -0.5 -0.1
H -5.005 -1.514 -1.144 -0.2 0.1 -0.3
H -5.517 0.002 -0.353 0.3 0.2 -0.2
H -7.271 -2.868 -0.442 -0.1 -0.4 -0.1
C 3.691 -2.174 3.032 -0.1 0.5 -0.1
C 2.391 -2.902 3.198 -1.7 0.9 1.1
C 1.217 -1.905 3.366 -0.4 -1.3 -0.5
O 2.037 -3.913 2.216 0.8 0.8 1.0
H 3.831 -1.811 2.014 0.5 -0.6 -0.2
H 4.497 -2.733 3.508 0.4 0.2 -0.7
H 3.582 -1.224 3.555 0.2 -0.1 0.5
H 2.386 -3.387 4.174 0.3 -0.4 0.0
H 0.319 -2.522 3.336 -0.3 0.1 -0.4
H 1.181 -1.162 2.569 0.0 0.2 0.1
H 1.167 -1.498 4.376 0.6 0.4 -0.1
H 2.600 -4.627 2.526 -0.1 -0.7 -0.6
C -3.634 -7.322 -1.724 -1.1 -0.9 -1.2
C -2.564 -6.272 -1.839 0.1 0.0 1.2
C -3.089 -4.921 -1.371 -0.1 0.5 0.3
O -1.571 -6.671 -0.915 1.1 -0.1 0.5
H -4.597 -6.965 -2.089 0.0 -0.1 -0.2
H -3.838 -7.740 -0.738 0.3 0.7 0.5
H -3.360 -8.226 -2.268 0.0 0.1 -0.3
H -2.003 -6.286 -2.774 -0.6 0.2 -0.3
H -4.139 -4.748 -1.610 0.1 0.2 -0.4
H -2.455 -4.059 -1.580 0.0 0.0 -0.7
H -3.045 -4.918 -0.282 -0.2 -0.3 0.3
H -2.069 -6.706 -0.095 0.4 -0.2 0.4
C -0.637 2.934 -5.503 0.9 -0.9 1.0
C -0.113 1.619 -4.715 0.4 1.1 -1.0
C 1.351 1.803 -4.198 -0.5 0.1 -0.2
O -1.010 1.352 -3.663 -0.2 1.2 0.7
H -1.721 2.997 -5.597 0.0 -0.3 0.3
H -0.234 3.125 -6.497 0.2 -0.7 -0.1
H -0.258 3.791 -4.946 -0.3 0.1 0.3
H -0.161 0.721 -5.332 0.2 0.2 -0.6
H 1.429 2.624 -3.486 -0.3 0.2 0.1
H 2.065 2.032 -4.989 -0.2 0.0 -0.3
H 1.746 0.923 -3.689 -0.3 -0.3 0.0
H -0.646 0.617 -3.164 -0.1 -0.5 -0.2
C 2.953 -2.751 -0.848 -0.5 -0.8 -0.1
C 2.869 -2.681 -2.392 0.6 -1.3 0.0
O 2.127 -1.593 -2.896 0.8 0.4 0.4
O 1.646 -3.085 -0.355 -0.2 0.7 -0.6
H 3.307 -1.835 -0.376 -0.1 0.6 -0.5
H 3.585 -3.517 -0.398 0.6 -0.3 -0.9
H 2.466 -3.553 -2.908 -0.8 -0.8 1.1
H 3.850 -2.839 -2.840 0.5 1.5 0.1
H 1.297 -1.638 -2.416 -0.4 0.3 -0.4
H 1.741 -3.449 0.529 0.0 -0.2 0.5
C -0.651 -2.347 -5.648 0.6 0.6 -0.1
C -1.007 -2.594 -4.173 -1.5 -0.9 -0.5
O -1.171 -1.438 -3.406 0.4 0.9 -0.8
O -1.610 -1.687 -6.477 -1.0 -0.3 0.4
H -0.398 -3.291 -6.130 0.1 -0.3 0.3
H 0.171 -1.650 -5.807 0.9 -0.5 1.1
H -0.434 -3.411 -3.736 1.4 0.6 0.1
H -1.941 -3.148 -4.084 -0.8 0.1 -0.9
H -1.074 -1.555 -2.458 0.3 -0.6 0.1
H -1.079 -1.450 -7.241 -0.4 0.2 -0.2
C -3.330 3.584 -2.196 -0.1 1.4 -1.3
C -2.187 4.551 -1.974 1.3 -0.7 0.0
O -2.399 5.693 -1.110 -0.3 -0.7 -0.9
O -3.619 2.905 -1.009 -0.7 -0.1 0.5
H -3.257 2.862 -3.010 1.4 -0.1 0.0
H -4.125 4.180 -2.646 -0.9 0.4 0.9
H -1.782 4.894 -2.926 -0.5 0.5 -0.1
H -1.340 3.965 -1.618 0.2 -0.2 0.5
H -2.506 5.398 -0.203 -0.1 -0.2 -0.1
H -4.369 2.370 -1.278 -0.2 -0.4 0.6
C 4.477 1.982 -0.560 -0.7 -0.2 0.4
C 3.337 3.008 -0.672 0.3 0.3 0.3
O 3.351 3.866 0.515 -0.1 -0.2 -1.3
O 4.148 1.127 0.535 0.1 -1.0 -1.0
H 5.469 2.405 -0.403 -0.1 0.7 0.2
H 4.646 1.368 -1.445 -0.7 -0.1 -0.1
H 2.348 2.554 -0.728 0.1 -0.7 0.1
H 3.354 3.587 -1.595 0.6 0.5 0.3
H 2.996 3.322 1.222 0.1 0.1 0.1
H 4.163 1.626 1.355 0.4 0.3 0.2
```
Forces are in eV/Å.

---

[3]
ORCA calculation (the ωB97M-V functional and the def2-TZVPD basis) on a single C11H14N4O molecule at a distorted geometry.

Output
**LUMO level**: 0.411 eV
**SMILES**: CCCCC(=O)Nc1cccn2ncnc12
**Energy above the lowest of the compared OMol25 structures with the same formula, charge and spin**: 0.000 eV

```
30
Properties=species:S:1:pos:R:3:forces:R:3
O -1.177 -0.763 1.460 -0.1 1.1 -0.6
N -1.575 3.954 -3.165 -0.7 0.3 0.6
N -0.145 2.289 -2.583 1.2 1.1 -1.1
C -0.375 -0.585 0.556 -0.5 -1.7 0.5
C -0.408 3.411 -3.361 0.7 -1.5 0.2
C -1.199 2.203 -1.834 -0.9 -0.4 1.6
C -2.730 1.307 -0.158 0.1 0.7 -0.4
C -3.696 2.340 -0.564 2.7 0.1 -1.7
C -1.472 1.263 -0.735 -1.4 0.9 -0.6
C -3.373 3.259 -1.573 0.1 -1.5 1.5
N -0.465 0.355 -0.454 1.3 -0.6 0.0
N -2.088 3.203 -2.149 -1.4 -0.7 0.5
C 3.610 -3.110 2.540 0.1 -0.9 0.7
C 0.718 -1.669 0.436 1.0 0.6 -0.5
C 2.496 -3.107 1.507 0.9 1.4 0.4
C 1.613 -1.864 1.688 -0.9 -0.1 -0.2
H 0.286 3.784 -4.113 -0.3 -0.1 0.3
H -2.996 0.568 0.600 0.1 0.4 -0.2
H -4.637 2.362 -0.072 -0.6 0.2 0.1
H -4.120 3.970 -1.894 0.5 0.3 -0.3
H 0.366 0.378 -1.055 -0.7 0.3 0.1
H 4.010 -4.136 2.701 -0.1 0.7 -0.2
H 4.419 -2.467 2.226 0.3 0.2 0.0
H 3.242 -2.762 3.513 0.1 0.0 -0.1
H 0.204 -2.628 0.292 -0.1 0.3 -0.3
H 1.404 -1.495 -0.442 -0.7 -0.2 0.7
H 1.909 -3.972 1.645 -0.9 -1.1 -0.1
H 2.992 -3.155 0.534 -0.4 0.1 -0.2
H 0.994 -1.972 2.615 0.3 0.0 -0.8
H 2.194 -0.963 1.837 0.4 0.2 0.0
```
Forces are in eV/Å.

---

[4]
ORCA calculation (the ωB97M-V functional and the def2-TZVPD basis) on 3 unconnected molecules or ions with the total composition C5H8O4 at a distorted geometry.

Output
**LUMO level (alpha / beta)**: 0.497 / -0.502 eV
**Energy above the lowest of the compared OMol25 structures with the same formula, charge and spin**: 7.719 eV

```
17
Properties=species:S:1:pos:R:3:forces:R:3
C -0.162 0.710 0.163 0.6 -1.0 -1.5
C 1.044 0.580 -1.774 0.6 0.5 -0.5
C -0.938 -0.713 1.951 -0.4 -0.8 1.3
C 0.831 -0.124 -2.876 -0.3 0.0 0.2
C -0.162 -1.406 2.765 -0.1 0.0 -0.2
O 0.003 -0.521 0.035 -0.5 1.2 0.5
O -1.320 1.329 -0.123 0.2 -0.1 0.0
O 2.091 1.375 -1.482 0.1 -0.1 0.0
O -2.265 -0.530 2.064 0.0 0.2 -0.1
H -1.803 0.768 -0.753 0.0 0.0 0.2
H 2.897 1.078 -1.940 -0.3 0.0 0.1
H -2.489 0.362 1.761 0.0 -0.2 0.0
H 0.509 1.359 0.728 0.0 0.0 -0.1
H 1.451 -0.003 -3.767 0.0 0.0 0.2
H 0.005 -0.819 -2.938 0.0 0.1 0.0
H -0.553 -1.828 3.690 0.0 0.1 0.0
H 0.863 -1.617 2.496 0.0 0.1 0.0
```
Forces are in eV/Å.

---

[5]
ORCA calculation (the ωB97M-V functional and the def2-TZVPD basis) on a single C4H6O2 molecule.

Output
**LUMO level**: 0.964 eV
**SMILES**: O=C[C@@H]1C[C@@H]1O
**Energy above the lowest of the compared OMol25 structures with the same formula, charge and spin**: 1.643 eV

```
12
Properties=species:S:1:pos:R:3:forces:R:3
O 1.845 -0.153 0.423 0.0 0.0 -0.3
C 0.680 0.574 0.587 -0.1 0.3 0.2
C -0.182 1.045 -0.517 0.1 0.1 -0.1
C -0.716 -0.043 0.405 -0.1 -0.2 0.1
C -0.795 -1.405 -0.171 0.2 0.0 -0.3
O -0.161 -1.763 -1.143 -0.2 0.2 0.4
H 1.970 -0.348 -0.515 -0.1 -0.1 0.1
H 0.756 1.229 1.451 0.0 -0.2 -0.1
H -0.611 2.041 -0.465 0.0 -0.2 0.0
H 0.049 0.692 -1.520 0.0 0.0 0.2
H -1.445 0.203 1.173 0.1 0.0 -0.2
H -1.481 -2.114 0.338 0.1 0.1 0.0
```
Forces are in eV/Å.

---

[6]
ORCA calculation (the ωB97M-V functional and the def2-TZVPD basis) on a molecular structure, C11H28I2N4OSW at a distorted geometry.

Output
**LUMO level (alpha / beta)**: -14.618 / -14.227 eV
**Net charge**: +4
**Spin multiplicity**: 3
**Energy above the lowest of the compared OMol25 structures with the same formula, charge and spin**: 0.704 eV

```
48
Properties=species:S:1:pos:R:3:forces:R:3
W 1.879 -6.343 11.069 -1.3 0.1 -0.9
N 1.428 -4.299 11.882 1.4 0.1 -0.4
C 0.388 -3.586 11.134 -2.0 0.1 0.1
C 0.531 -3.901 9.680 0.1 -1.3 -0.1
N 0.487 -5.417 9.504 0.5 -0.4 0.9
C 0.976 -5.919 8.167 0.0 0.9 0.3
C 2.435 -5.507 8.009 -0.7 0.2 -0.1
N 3.111 -5.624 9.346 0.6 -0.7 0.3
C -0.899 -5.944 9.711 -0.1 -0.4 0.1
C -0.898 -7.267 10.457 -0.3 -0.6 -0.3
N -0.120 -7.073 11.730 -0.5 1.2 0.5
H 1.192 -4.371 12.855 -0.4 0.0 0.7
H 2.266 -3.706 11.924 -0.1 -0.1 -0.1
H 0.354 -2.502 11.285 0.3 -0.2 0.2
H -0.590 -3.965 11.505 0.5 0.4 -0.2
H 1.494 -3.573 9.342 0.5 0.3 -0.4
H -0.230 -3.466 9.061 -0.5 0.4 -0.3
H 0.387 -5.456 7.364 0.0 -0.3 0.1
H 0.801 -7.003 8.169 0.2 0.2 -0.2
H 2.540 -4.469 7.659 -0.1 -0.5 0.0
H 2.893 -6.160 7.277 0.3 0.0 -0.1
H 3.582 -4.757 9.554 0.2 0.5 0.1
H 3.900 -6.261 9.215 0.0 -0.1 0.2
H -1.400 -5.965 8.750 -0.1 -0.4 -0.2
H -1.496 -5.281 10.301 -0.1 0.8 0.4
H -0.422 -8.082 9.906 -0.1 0.1 0.0
H -1.931 -7.580 10.697 0.4 0.1 -0.2
H -0.074 -7.942 12.271 -0.1 0.2 -0.2
H -0.696 -6.405 12.288 0.6 -0.7 -0.1
I 2.948 -3.666 15.262 0.2 0.0 0.2
C 4.577 -4.564 14.416 -1.0 0.1 0.1
I 4.036 -6.299 12.745 0.2 -0.2 -0.2
H 5.053 -5.318 15.031 0.3 0.1 0.0
H 5.123 -3.944 13.726 0.4 0.0 0.0
O 1.990 -8.282 10.926 0.6 0.4 0.1
S 2.752 -9.635 10.474 0.2 0.1 -0.9
C 4.415 -9.867 11.197 -0.4 -0.3 -1.2
C 4.433 -11.422 11.185 -0.9 -0.2 -0.6
C 2.990 -12.055 11.083 -0.7 0.5 1.1
C 1.963 -10.915 11.391 0.1 -0.2 0.2
H 4.445 -9.406 12.158 0.1 0.2 0.8
H 5.159 -9.437 10.500 -0.4 -0.1 0.4
H 4.923 -11.775 12.054 0.4 -0.2 1.1
H 5.030 -11.778 10.371 0.3 -0.1 -0.6
H 2.812 -12.830 11.850 0.3 0.3 -0.4
H 2.741 -12.501 10.124 0.3 0.0 -0.2
H 1.918 -10.599 12.436 0.2 -0.2 0.1
H 0.935 -11.023 11.029 0.3 -0.3 -0.2
```
Forces are in eV/Å.

---

Copy entry 6 word for word.
ORCA calculation (the ωB97M-V functional and the def2-TZVPD basis) on a molecular structure, C11H28I2N4OSW at a distorted geometry.

Output
**LUMO level (alpha / beta)**: -14.618 / -14.227 eV
**Net charge**: +4
**Spin multiplicity**: 3
**Energy above the lowest of the compared OMol25 structures with the same formula, charge and spin**: 0.704 eV

```
48
Properties=species:S:1:pos:R:3:forces:R:3
W 1.879 -6.343 11.069 -1.3 0.1 -0.9
N 1.428 -4.299 11.882 1.4 0.1 -0.4
C 0.388 -3.586 11.134 -2.0 0.1 0.1
C 0.531 -3.901 9.680 0.1 -1.3 -0.1
N 0.487 -5.417 9.504 0.5 -0.4 0.9
C 0.976 -5.919 8.167 0.0 0.9 0.3
C 2.435 -5.507 8.009 -0.7 0.2 -0.1
N 3.111 -5.624 9.346 0.6 -0.7 0.3
C -0.899 -5.944 9.711 -0.1 -0.4 0.1
C -0.898 -7.267 10.457 -0.3 -0.6 -0.3
N -0.120 -7.073 11.730 -0.5 1.2 0.5
H 1.192 -4.371 12.855 -0.4 0.0 0.7
H 2.266 -3.706 11.924 -0.1 -0.1 -0.1
H 0.354 -2.502 11.285 0.3 -0.2 0.2
H -0.590 -3.965 11.505 0.5 0.4 -0.2
H 1.494 -3.573 9.342 0.5 0.3 -0.4
H -0.230 -3.466 9.061 -0.5 0.4 -0.3
H 0.387 -5.456 7.364 0.0 -0.3 0.1
H 0.801 -7.003 8.169 0.2 0.2 -0.2
H 2.540 -4.469 7.659 -0.1 -0.5 0.0
H 2.893 -6.160 7.277 0.3 0.0 -0.1
H 3.582 -4.757 9.554 0.2 0.5 0.1
H 3.900 -6.261 9.215 0.0 -0.1 0.2
H -1.400 -5.965 8.750 -0.1 -0.4 -0.2
H -1.496 -5.281 10.301 -0.1 0.8 0.4
H -0.422 -8.082 9.906 -0.1 0.1 0.0
H -1.931 -7.580 10.697 0.4 0.1 -0.2
H -0.074 -7.942 12.271 -0.1 0.2 -0.2
H -0.696 -6.405 12.288 0.6 -0.7 -0.1
I 2.948 -3.666 15.262 0.2 0.0 0.2
C 4.577 -4.564 14.416 -1.0 0.1 0.1
I 4.036 -6.299 12.745 0.2 -0.2 -0.2
H 5.053 -5.318 15.031 0.3 0.1 0.0
H 5.123 -3.944 13.726 0.4 0.0 0.0
O 1.990 -8.282 10.926 0.6 0.4 0.1
S 2.752 -9.635 10.474 0.2 0.1 -0.9
C 4.415 -9.867 11.197 -0.4 -0.3 -1.2
C 4.433 -11.422 11.185 -0.9 -0.2 -0.6
C 2.990 -12.055 11.083 -0.7 0.5 1.1
C 1.963 -10.915 11.391 0.1 -0.2 0.2
H 4.445 -9.406 12.158 0.1 0.2 0.8
H 5.159 -9.437 10.500 -0.4 -0.1 0.4
H 4.923 -11.775 12.054 0.4 -0.2 1.1
H 5.030 -11.778 10.371 0.3 -0.1 -0.6
H 2.812 -12.830 11.850 0.3 0.3 -0.4
H 2.741 -12.501 10.124 0.3 0.0 -0.2
H 1.918 -10.599 12.436 0.2 -0.2 0.1
H 0.935 -11.023 11.029 0.3 -0.3 -0.2
```
Forces are in eV/Å.